[1]
ORCA calculation (ωB97M-V with the def2-TZVPD basis set) on C17H22N6 in the gas phase.

CARTESIAN COORDINATES (ANGSTROEM)
C: -5.8819 -0.4335 0.2009
C: -4.8851 -0.9909 0.8621
C: -3.5943 -0.3050 1.1869
N: -2.4668 -1.1688 0.8697
C: -2.3706 -1.5318 -0.5363
C: -2.0564 -0.4135 -1.4893
C: -1.0614 -0.4332 -2.3557
H: -0.8711 0.3867 -3.0287
H: -0.3926 -1.2752 -2.4299
H: -2.7184 0.4400 -1.4397
H: -3.3389 -1.9640 -0.8151
H: -1.6083 -2.3125 -0.6224
C: -1.2066 -0.7474 1.4417
C: -0.5642 0.4703 0.8266
N: -1.2963 1.5580 0.6555
C: -0.6651 2.5773 0.0605
N: 0.6148 2.5801 -0.2915
C: 1.2715 1.4467 -0.0254
N: 0.7185 0.3599 0.5154
N: 2.5865 1.4628 -0.3336
C: 3.5627 0.5104 0.0175
C: 4.6697 0.9514 0.7369
C: 5.6735 0.0743 1.0983
C: 5.5775 -1.2585 0.7376
C: 4.4930 -1.6910 -0.0030
C: 3.4785 -0.8239 -0.3892
C: 2.3540 -1.3067 -1.2449
H: 2.5693 -2.2950 -1.6437
H: 2.1846 -0.6146 -2.0686
H: 1.4384 -1.3436 -0.6563
H: 4.4349 -2.7267 -0.3060
H: 6.3523 -1.9554 1.0201
H: 6.5235 0.4294 1.6615
H: 4.7327 1.9937 1.0180
H: 2.9256 2.3915 -0.5482
N: -1.3967 3.6745 -0.2141
H: -0.9215 4.4985 -0.5343
H: -2.3165 3.7429 0.1817
H: -1.3694 -0.5462 2.5055
H: -0.4926 -1.5717 1.3548
H: -3.5414 0.6735 0.6915
H: -3.5601 -0.1291 2.2684
H: -4.9598 -2.0075 1.2249
H: -6.8041 -0.9546 0.0068
H: -5.8213 0.5783 -0.1671

ΔE to the lowest compared entry with this formula, charge and spin   0.7737 eV
Max |F|   0.7 eV/Å
LUMO energy   0.859 eV
DFT total energy   -26926.819 eV
HOMO   -8.40 eV
Structure (SMILES)   C=CCN(CC=C)Cc1nc(N)nc(Nc2ccccc2C)n1
Orbital gap   9.26 eV
Spin multiplicity   1

=====

[2]
ORCA calculation (ωB97M-V with the def2-TZVPD basis set) on a 2-piece molecular cluster, C17H22NO3P overall.

CARTESIAN COORDINATES (ANGSTROEM)
C: 4.5959 2.4198 2.0689
C: 3.0845 2.3175 2.0480
O: 2.6387 1.4016 1.0021
P: 1.1535 1.5411 0.3541
C: 0.0884 0.2040 0.9091
C: -0.7356 0.4754 1.9852
N: -1.3986 0.6517 2.9535
O: 0.5851 2.9035 0.4852
O: 1.3936 0.9586 -1.1283
C: 2.6316 1.1412 -1.8533
C: 2.3943 0.6797 -3.2755
H: 4.9020 2.9091 2.9982
H: 5.0678 1.4335 2.0223
H: 4.9684 3.0418 1.2458
H: 2.7012 1.9146 2.9932
H: 2.6514 3.3163 1.8850
H: 0.5756 -0.7830 0.8425
H: 2.9164 2.2096 -1.8305
H: 3.4210 0.5358 -1.3792
H: 3.3422 0.7039 -3.8196
H: 1.9937 -0.3417 -3.2883
H: 1.6821 1.3465 -3.7769
C: -1.7908 -2.3739 1.4837
C: -0.7878 -3.5871 1.5163
C: -0.1656 -3.5386 0.1532
C: -0.6154 -2.4734 -0.5914
C: -1.4968 -1.6432 0.1875
C: -2.4970 -0.7886 -0.4159
C: -2.3935 -0.4106 -1.7744
C: -3.3752 0.3734 -2.3667
C: -4.4827 0.8071 -1.6247
C: -4.5923 0.4564 -0.2665
C: -3.6131 -0.3231 0.3320
H: -2.8243 -2.7584 1.4302
H: -1.7057 -1.7699 2.3871
H: -0.0570 -3.4253 2.3293
H: -1.3076 -4.5365 1.7354
H: 0.5286 -4.3172 -0.1871
H: -0.2903 -2.2338 -1.6054
H: -1.5339 -0.7497 -2.3625
H: -3.2760 0.6529 -3.4237
H: -5.2370 1.4505 -2.0854
H: -5.4413 0.7981 0.3202
H: -3.6983 -0.5895 1.3876

Max |F|   3.8 eV/Å
LUMO energy   -1.666 eV
DFT total energy   -34906.352 eV
HOMO   -7.52 eV
Orbital gap   5.86 eV
Spin multiplicity   1

=====

[3]
ORCA calculation (ωB97M-V with the def2-TZVPD basis set) on a 2-piece molecular cluster, C17H22NO5S overall.

CARTESIAN COORDINATES (ANGSTROEM)
C: 4.1867 -2.6548 1.8209
C: 4.1794 -1.1536 1.7058
C: 5.3027 -0.4313 1.3178
C: 5.2323 0.9524 1.2447
C: 4.0697 1.6298 1.5712
C: 2.9376 0.9228 1.9684
C: 1.6934 1.7127 2.3427
C: 0.4500 0.8557 2.3377
C: -0.1679 0.5250 3.5246
N: -1.2581 -0.2691 3.5229
C: -1.7806 -0.7611 2.3970
C: -1.2216 -0.4345 1.1797
C: -0.0953 0.3779 1.1362
C: 0.5028 0.7149 -0.1972
O: 1.3013 -0.0040 -0.6763
O: 0.0261 1.8145 -0.8211
C: 3.0106 -0.4611 2.0168
H: 3.1561 -2.9978 1.7439
H: 4.7332 -3.1304 1.0133
H: 4.5517 -2.9671 2.7950
H: 6.2197 -0.9483 1.0796
H: 6.0972 1.5160 0.9284
H: 4.0622 2.7100 1.5130
H: 1.5785 2.6060 1.7334
H: 1.8426 2.0460 3.3703
H: 0.1702 0.8679 4.4882
H: -1.7156 -0.5163 4.3918
H: -2.6388 -1.4105 2.4308
H: -1.6439 -0.7930 0.2536
H: 0.3579 2.6181 -0.3950
H: 2.1495 -1.0541 2.2990
O: -3.5177 0.1721 -1.5680
S: -3.1018 0.4730 -2.9114
O: -3.4392 1.7245 -3.5081
O: -3.5581 -0.7088 -3.8640
C: -4.9499 -1.1038 -3.8405
C: -5.8304 -0.1556 -4.6282
C: -1.3696 0.2205 -3.0266
H: -5.2888 -1.2001 -2.8081
H: -4.9745 -2.0962 -4.2856
H: -5.8908 0.8205 -4.1482
H: -6.8390 -0.5611 -4.7052
H: -5.4307 -0.0042 -5.6304
H: -1.1374 -0.7542 -2.6025
H: -0.9061 1.0186 -2.4446
H: -1.0557 0.2724 -4.0655

Net charge   +1
ΔE to the lowest compared entry with this formula, charge and spin   0.0000 eV
Max |F|   1.2 eV/Å
LUMO energy   -4.620 eV
DFT total energy   -40542.078 eV
HOMO   -11.76 eV
Orbital gap   7.14 eV
Spin multiplicity   1

=====

[4]
ORCA calculation (ωB97M-V with the def2-TZVPD basis set) on C17H22O2 in the gas phase.

CARTESIAN COORDINATES (ANGSTROEM)
C: -5.2374 -0.5536 -1.4964
H: -4.6229 -1.4344 -1.6678
H: -6.2768 -0.8128 -1.6838
H: -4.9376 0.2159 -2.2045
C: -5.0601 -0.0553 -0.0608
C: -3.6244 0.3023 0.1977
C: -2.7274 -0.6424 0.6568
C: -1.3829 -0.3317 0.8644
C: -0.9176 0.9586 0.5751
C: -1.8238 1.9159 0.1212
C: -3.1511 1.5886 -0.0592
H: -3.8380 2.3448 -0.4115
H: -1.4610 2.9107 -0.0852
O: 0.3692 1.3374 0.7172
C: 1.3533 0.3041 0.8752
C: 0.8580 -0.7446 1.8723
C: -0.4746 -1.3289 1.4404
O: -0.7598 -2.4949 1.6034
H: 1.5893 -1.5455 1.9831
H: 0.7080 -0.2774 2.8513
C: 2.6095 1.0120 1.4079
C: 3.4447 1.5633 0.2590
C: 4.0207 0.4220 -0.5868
C: 3.0840 -0.7958 -0.6204
C: 3.2915 -1.6090 -1.8946
H: 2.6788 -2.5074 -1.8795
H: 4.3338 -1.9054 -1.9888
H: 3.0197 -1.0226 -2.7698
C: 1.6317 -0.3368 -0.5001
H: 0.9582 -1.1821 -0.6563
H: 1.4224 0.4011 -1.2779
H: 3.3081 -1.4436 0.2335
H: 4.9883 0.1146 -0.1861
H: 4.1882 0.7795 -1.6044
H: 4.2543 2.1804 0.6510
H: 2.8078 2.2044 -0.3515
H: 3.2059 0.3131 1.9952
H: 2.2872 1.8221 2.0637
H: -3.0477 -1.6484 0.8862
H: -5.6939 0.8193 0.0986
H: -5.3750 -0.8376 0.6321

ΔE to the lowest compared entry with this formula, charge and spin   0.2140 eV
Max |F|   0.5 eV/Å
LUMO energy   0.403 eV
DFT total energy   -22081.925 eV
HOMO   -8.47 eV
Structure (SMILES)   CCc1ccc2c(c1)C(=O)C[C@]1(CCC[C@H](C)C1)O2
Orbital gap   8.87 eV
Spin multiplicity   1

=====

[5]
ORCA calculation (ωB97M-V with the def2-TZVPD basis set) on C17H22O8P2 in the gas phase.

CARTESIAN COORDINATES (ANGSTROEM)
O: 1.0556 1.2324 1.2500
P: 1.6604 1.1197 -0.1010
O: 1.0097 0.0058 -1.0342
H: 0.0681 0.2473 -1.1192
O: 1.5439 2.4908 -0.9191
H: 0.6065 2.6973 -1.0118
C: 3.4170 0.7508 -0.1930
C: 4.3627 1.5439 -0.8060
C: 5.6810 1.1174 -0.8494
C: 6.0289 -0.0941 -0.2773
C: 5.0843 -0.8900 0.3515
C: 3.7629 -0.4633 0.4027
O: 2.7283 -1.0615 1.0337
C: 2.6765 -2.4654 1.2126
C: 1.7695 -3.0871 0.1482
H: 2.0794 -2.6954 -0.8226
H: 1.9062 -4.1704 0.1418
C: 0.3007 -2.7337 0.3867
C: -0.5184 -2.9127 -0.8881
C: -2.0062 -2.6519 -0.6852
H: -2.5475 -2.9087 -1.6064
H: -2.3919 -3.2719 0.1362
O: -2.2146 -1.2821 -0.3819
C: -3.4848 -0.8384 -0.2755
C: -4.6379 -1.5975 -0.4473
C: -5.8798 -0.9932 -0.3333
C: -5.9937 0.3563 -0.0530
C: -4.8470 1.1114 0.1336
C: -3.6053 0.5181 0.0329
P: -2.0515 1.4043 0.2818
O: -1.1655 1.5160 -0.8964
O: -1.4207 0.7426 1.5619
H: -0.4211 0.8562 1.5236
O: -2.4751 2.8876 0.7431
H: -2.7517 2.9117 1.6593
H: -4.9131 2.1667 0.3520
H: -6.9663 0.8167 0.0243
H: -6.7683 -1.5916 -0.4704
H: -4.5842 -2.6517 -0.6680
H: -0.4071 -3.9341 -1.2603
H: -0.1439 -2.2249 -1.6466
H: 0.2347 -1.6948 0.7069
H: -0.1041 -3.3629 1.1828
H: 2.2600 -2.6309 2.2111
H: 3.6745 -2.9098 1.1689
H: 5.3934 -1.8218 0.8010
H: 7.0552 -0.4294 -0.3132
H: 6.4325 1.7238 -1.3311
H: 4.0573 2.4762 -1.2535

Max |F|   1.1 eV/Å
LUMO energy   0.724 eV
DFT total energy   -52950.042 eV
HOMO   -8.75 eV
Structure (SMILES)   O=P(O)(O)c1ccccc1OCCCCCOc1ccccc1P(=O)(O)O
Orbital gap   9.48 eV
Spin multiplicity   1